# C44H121N11O11

11 unconnected molecules or ions with the total composition C44H121N11O11 in a non-equilibrium geometry (ωB97M-V/def2-TZVPD, the Open Molecules 2025 dataset).

The value obtained for the total energy is -86494.1862 eV. Its structure (SMILES) is COC[C@H](C)N.COC[C@H](C)N.COC[C@H](C)N.COC[C@H](C)N.COC[C@H](C)N.COC[C@H](C)N.COC[C@H](C)N.COC[C@H](C)N.COC[C@H](C)N.COC[C@H](C)N.COC[C@H](C)N. The value obtained for the HOMO-LUMO gap is 0.335 hartree. The calculation puts the HOMO energy at -8.71 eV. For the molecular weight, the calculation gives 980.5 g mol⁻¹.

Last column: Löwdin charge in e.
Element x y z (Å)
C -3.82195 -0.54420 3.15652  -0.043
C -3.66097 0.23436 1.81738  -0.454
C -4.52523 -0.49247 0.72653  -0.199
O -4.19491 -0.14129 -0.61786  -0.190
C -5.14428 -0.59423 -1.56399  -0.104
N -4.17661 1.53421 1.99662  0.045
H -3.38725 -1.53848 3.05386  0.070
H -4.88569 -0.55737 3.39399  0.083
H -3.15910 -0.10802 3.90384  0.066
H -2.60332 0.30842 1.56444  0.113
H -5.55360 -0.20431 0.94451  0.116
H -4.54323 -1.57807 0.82265  0.111
H -4.90867 -0.17915 -2.54394  0.074
H -6.16936 -0.24245 -1.44758  0.092
H -5.11680 -1.67561 -1.69801  0.062
H -3.98362 1.90038 1.07533  0.071
H -5.17848 1.42145 1.93624  0.072
C 3.27200 2.16405 -4.52465  -0.053
C 3.63049 3.56492 -4.01557  -0.426
C 2.46846 4.36465 -3.36665  -0.167
O 1.60307 5.00186 -4.30099  -0.179
C 0.68871 4.15880 -4.93757  -0.121
N 4.70452 3.38932 -3.08338  0.024
H 4.19767 1.58889 -4.54511  0.072
H 2.69355 2.14187 -5.44823  0.076
H 2.62135 1.67892 -3.79704  0.061
H 4.05974 4.09834 -4.86369  0.137
H 2.90881 5.23747 -2.88460  0.123
H 1.87522 3.81997 -2.63215  0.112
H 0.96945 4.10102 -5.98920  0.090
H -0.30738 4.59323 -4.85283  0.080
H 0.65183 3.15745 -4.50857  0.079
H 5.38718 2.78944 -3.52408  0.081
H 5.10085 4.29944 -2.89707  0.081
C 1.23076 0.88510 5.67774  -0.034
C 0.64337 0.67142 4.27411  -0.431
C 0.88392 1.78829 3.22873  -0.167
O 0.32463 3.02851 3.66969  -0.209
C -1.10487 3.16919 3.52800  -0.084
N 1.19320 -0.56204 3.80282  0.051
H 0.82181 1.74527 6.20782  0.077
H 2.31603 0.98547 5.69190  0.053
H 1.07737 0.00130 6.29699  0.076
H -0.42517 0.45825 4.30409  0.118
H 0.32272 1.49218 2.34246  0.090
H 1.92969 1.84319 2.92634  0.119
H -1.41716 4.08711 4.02599  0.078
H -1.61207 2.27490 3.89008  0.074
H -1.39916 3.39892 2.50393  0.073
H 2.18169 -0.40586 3.93920  0.040
H 1.03978 -0.55238 2.80459  0.035
C 0.16063 -2.98856 -4.08222  -0.043
C 0.83129 -4.18677 -3.38149  -0.421
C 0.03199 -5.52772 -3.49491  -0.192
O -1.31009 -5.35884 -3.07179  -0.173
C -1.31411 -5.33192 -1.63706  -0.085
N 2.17974 -4.39578 -3.91003  0.037
H -0.69493 -2.58254 -3.54252  0.071
H -0.17978 -3.31309 -5.06553  0.078
H 0.88716 -2.21938 -4.34416  0.068
H 0.98868 -3.83092 -2.36331  0.091
H 0.58835 -6.33307 -3.01535  0.115
H -0.02334 -5.84552 -4.53609  0.125
H -0.90314 -6.26831 -1.25973  0.096
H -2.31344 -5.13631 -1.24826  0.076
H -0.75345 -4.45278 -1.31943  0.058
H 2.70335 -5.15306 -3.49475  0.059
H 2.71349 -3.54668 -3.79067  0.044
C -7.17242 -7.89346 -2.21408  -0.039
C -7.46952 -6.87439 -1.03407  -0.441
C -7.71431 -5.47014 -1.61976  -0.195
O -6.42885 -4.92294 -2.02246  -0.183
C -5.72652 -4.25465 -0.92810  -0.094
N -8.61968 -7.20406 -0.29146  0.024
H -8.06260 -7.95364 -2.84023  0.068
H -6.95783 -8.90609 -1.87258  0.067
H -6.33878 -7.55486 -2.82930  0.070
H -6.59960 -6.84338 -0.37804  0.129
H -8.19443 -4.79884 -0.90776  0.108
H -8.48603 -5.45392 -2.38936  0.123
H -4.88433 -3.62685 -1.21910  0.053
H -5.33951 -4.98629 -0.21886  0.079
H -6.33704 -3.54737 -0.36674  0.078
H -8.59743 -6.86883 0.66102  0.078
H -9.42179 -6.75984 -0.71500  0.070
C 0.11470 9.34509 2.56624  -0.037
C -0.64109 7.96956 2.69727  -0.466
C 0.23552 6.79845 2.58678  -0.208
O 0.66728 6.46883 1.24266  -0.177
C 1.24833 5.14315 1.19230  -0.091
N -1.43539 8.02775 3.87512  0.029
H -0.46379 10.20925 2.23963  0.067
H 0.98228 9.16176 1.93237  0.069
H 0.51397 9.65763 3.53112  0.071
H -1.31164 7.77841 1.85946  0.138
H -0.32977 5.97485 3.02293  0.107
H 1.17629 6.89204 3.12927  0.134
H 0.54796 4.32663 1.36801  0.063
H 2.05071 5.09497 1.92849  0.084
H 1.73144 5.04708 0.21994  0.075
H -1.99493 7.18922 3.93747  0.068
H -2.11014 8.77274 3.77611  0.078
C -2.44501 3.30625 -2.36557  -0.077
C -3.71223 3.90529 -3.06879  -0.390
C -4.87162 2.83662 -3.26831  -0.206
O -5.94100 3.33300 -4.02816  -0.189
C -6.84929 2.32198 -4.51474  -0.084
N -4.14229 5.13442 -2.38422  0.044
H -2.20706 2.34460 -2.82021  0.065
H -2.71052 3.18976 -1.31484  0.065
H -1.59630 3.98928 -2.40085  0.065
H -3.23941 4.12099 -4.02693  0.118
H -5.32086 2.50101 -2.33362  0.118
H -4.39231 1.93826 -3.65729  0.107
H -7.45359 1.98878 -3.67100  0.083
H -6.37427 1.49276 -5.03901  0.085
H -7.56037 2.71776 -5.23987  0.083
H -3.75180 5.93429 -2.86152  0.070
H -5.13153 5.20587 -2.57497  0.059
C 0.70384 1.64274 -0.75862  -0.023
C 0.36106 0.24001 -0.09757  -0.383
C -0.31784 -0.59924 -1.16301  -0.128
O -0.54932 -1.98723 -0.64325  -0.214
C -1.73681 -2.31973 -0.01347  -0.118
N 1.49325 -0.45897 0.58686  0.090
H 0.00593 2.16296 -1.41467  0.053
H 1.58853 1.47386 -1.37254  0.055
H 0.94189 2.44798 -0.06361  0.050
H -0.46648 0.42362 0.58768  0.099
H 0.41173 -0.64274 -1.97167  0.116
H -1.21876 -0.10132 -1.52150  0.123
H -1.98154 -1.52794 0.69454  0.069
H -1.75654 -3.31450 0.43168  0.091
H -2.49171 -2.42381 -0.79282  0.083
H 1.17827 -1.41851 0.57370  0.065
H 2.41252 -0.46316 0.16849  0.047
C 2.69817 -4.47495 3.69916  -0.052
C 3.37939 -3.59477 4.73979  -0.434
C 4.04961 -2.43433 4.04572  -0.204
O 5.06440 -2.81921 3.10619  -0.199
C 5.41364 -1.73971 2.20714  -0.068
N 2.32187 -3.16263 5.63727  0.039
H 1.82425 -3.96973 3.28792  0.086
H 2.55197 -5.45866 4.14531  0.086
H 3.38522 -4.59338 2.86128  0.033
H 4.16166 -4.14367 5.26408  0.143
H 4.47980 -1.69461 4.72088  0.121
H 3.21313 -1.99268 3.50411  0.095
H 5.60400 -0.84981 2.80709  0.073
H 4.56416 -1.54530 1.55240  0.074
H 6.27892 -2.02861 1.61054  0.087
H 2.07978 -3.98725 6.16783  0.068
H 1.50298 -2.90236 5.10645  0.047
C 4.81151 1.56774 -0.23897  -0.050
C 4.61102 2.77314 0.72210  -0.417
C 5.23779 2.58767 2.14653  -0.176
O 4.64425 1.49329 2.85965  -0.224
C 4.70648 1.52346 4.30456  -0.084
N 5.14950 3.95881 0.07299  0.046
H 5.89570 1.45907 -0.26771  0.086
H 4.30395 1.74986 -1.18624  0.043
H 4.33598 0.70414 0.22598  0.048
H 3.54362 2.90018 0.90267  0.110
H 5.28664 3.52716 2.69705  0.116
H 6.31003 2.41090 2.06194  0.117
H 4.20860 0.60611 4.61868  0.051
H 4.15773 2.39580 4.65953  0.090
H 5.71035 1.46807 4.72560  0.089
H 4.59077 4.69735 0.47608  0.061
H 4.91793 4.06127 -0.90475  0.022
C 4.81522 -5.27078 0.81709  -0.058
C 3.84954 -4.30371 0.17585  -0.470
C 4.62746 -3.46720 -0.79697  -0.220
O 3.76017 -2.44952 -1.25370  -0.215
C 4.32630 -1.60440 -2.30590  -0.072
N 2.84608 -5.00822 -0.53620  0.065
H 5.17010 -5.97552 0.06509  0.084
H 4.32046 -5.90801 1.55006  0.074
H 5.61125 -4.78540 1.38176  0.080
H 3.32251 -3.71186 0.92421  0.129
H 5.06250 -3.92705 -1.68431  0.135
H 5.43017 -2.99522 -0.23040  0.102
H 5.31493 -1.25585 -2.00720  0.082
H 3.74001 -0.68794 -2.37268  0.070
H 4.48508 -2.08520 -3.27116  0.079
H 3.29378 -5.63415 -1.19033  0.069
H 2.40838 -4.28548 -1.08951  0.037